79
Properties=species:S:1:pos:R:3:forces:R:3 method="wB97M-V/def2-TZVPD" max_force_ha_per_bohr=0.013 lumo_energy_ev=0.3 homo_energy_ev=-6.832 total_charge=0
Na -0.4775 -0.1296 0.6143 -0.587 0.222 -0.291
C -2.6715 -1.8150 -4.5895 -0.121 0.071 -0.038
P -1.5166 -2.7639 -3.5231 -0.004 0.012 0.046
C -1.7761 -4.4424 -4.2224 -0.039 -0.091 -0.008
C 0.0648 -2.3631 -4.3912 0.076 -0.100 -0.117
C 0.4895 -0.8958 -4.3116 0.021 0.060 -0.038
P 0.2979 -0.1421 -2.6337 0.116 0.006 0.180
C 1.4066 1.3081 -2.8498 0.061 0.054 -0.048
C 1.4461 -1.2392 -1.7031 0.088 -0.061 -0.017
H -2.4895 -1.9769 -5.6550 0.041 -0.025 -0.002
H -2.5857 -0.7480 -4.3745 0.011 -0.012 0.011
H -3.6966 -2.1128 -4.3642 0.009 -0.004 0.007
H -1.7058 -4.4578 -5.3127 0.001 0.022 -0.009
H -2.7589 -4.8146 -3.9274 0.015 0.028 0.005
H -1.0333 -5.1284 -3.8127 0.009 0.012 0.007
H -0.0069 -2.6705 -5.4407 -0.006 0.010 0.018
H 0.8309 -2.9983 -3.9363 0.014 0.046 0.023
H -0.0909 -0.2893 -5.0130 -0.053 -0.039 0.030
H 1.5390 -0.7969 -4.6118 -0.024 -0.010 0.005
H 2.3847 1.0193 -3.2453 -0.012 -0.014 -0.019
H 1.5524 1.7964 -1.8846 -0.012 -0.020 0.007
H 0.9521 2.0273 -3.5330 -0.009 0.005 -0.003
H 2.3518 -1.4429 -2.2827 -0.009 -0.004 -0.008
H 0.9588 -2.1863 -1.4681 -0.029 -0.010 -0.002
H 1.7439 -0.7623 -0.7678 -0.051 0.038 -0.013
Br -1.2557 -3.9280 4.0133 0.048 0.015 0.017
C -2.3391 -3.5530 2.5024 -0.154 -0.100 -0.006
C -3.4225 -4.4060 2.2403 -0.021 -0.040 0.036
C -4.2461 -4.1841 1.1777 0.108 0.169 -0.038
Br -5.6958 -5.3670 0.8657 -0.037 -0.045 0.003
C -4.0267 -3.0719 0.3198 -0.100 -0.146 0.035
C -4.8488 -2.7393 -0.7790 -0.018 0.015 -0.014
C -4.5567 -1.6397 -1.5319 0.086 0.048 0.030
C -3.4254 -0.8722 -1.1962 -0.082 0.041 -0.071
N -2.6470 -1.1428 -0.1819 0.064 -0.033 0.035
C -2.9290 -2.2260 0.5866 0.106 0.036 0.045
C -2.0277 -2.4537 1.7126 -0.043 0.123 -0.221
O -1.0470 -1.6572 1.9096 0.031 -0.520 0.452
H -3.6003 -5.2461 2.8979 0.005 -0.002 -0.011
H -5.7092 -3.3545 -1.0058 0.013 -0.015 0.009
H -5.1718 -1.3526 -2.3741 -0.011 -0.004 0.005
H -3.1574 -0.0070 -1.7949 0.006 0.003 -0.003
N -1.4881 1.4956 5.6102 -0.022 -0.075 0.035
C -1.4084 0.9738 4.3525 -0.025 -0.105 -0.030
N -1.2811 -0.3455 4.2560 0.038 0.227 0.241
S -1.4339 1.9967 3.0165 0.036 0.003 -0.111
H -1.7782 0.8993 6.3689 0.017 0.010 -0.010
H -1.7782 2.4561 5.6585 0.006 0.027 -0.007
H -1.2209 -0.9260 5.0765 -0.026 0.007 0.040
H -1.1855 -0.8138 3.3424 0.025 -0.081 -0.119
C 2.2544 1.1793 3.7012 -0.017 -0.022 0.059
N 2.9542 1.8164 2.5965 -0.054 0.072 -0.064
C 4.2242 2.4073 2.9557 0.089 0.099 -0.048
P 2.1583 2.1070 1.1818 -0.237 -0.090 0.169
O 1.2918 0.9515 0.8295 0.570 0.279 -0.185
N 1.2819 3.4964 1.2945 0.199 -0.017 0.061
C 1.5654 4.5553 2.2369 0.051 0.056 0.134
C 0.2034 3.7912 0.3733 -0.052 -0.079 -0.049
N 3.3407 2.3776 0.0638 0.009 0.114 -0.156
C 3.6878 3.6649 -0.4982 0.017 0.048 0.012
C 4.2225 1.2920 -0.3166 0.031 -0.113 0.035
H 2.9141 0.4448 4.1709 -0.016 0.018 0.013
H 1.3703 0.6686 3.3331 -0.070 -0.019 -0.006
H 1.9460 1.9139 4.4536 0.003 -0.032 0.016
H 4.9194 1.6350 3.2973 -0.016 -0.005 0.006
H 4.1162 3.1405 3.7645 -0.004 -0.022 -0.003
H 4.6683 2.9132 2.0991 -0.005 -0.021 0.014
H 2.3504 4.2577 2.9302 -0.041 -0.009 -0.029
H 0.6674 4.7787 2.8201 0.007 0.010 -0.009
H 1.8908 5.4731 1.7305 -0.024 -0.019 -0.009
H -0.0424 2.9087 -0.2143 0.010 0.005 -0.014
H 0.4725 4.6066 -0.3097 -0.019 0.001 0.003
H -0.6878 4.0846 0.9335 -0.013 -0.003 -0.005
H 2.9145 4.4001 -0.2863 0.010 -0.028 0.026
H 3.7894 3.5799 -1.5840 -0.007 0.004 -0.005
H 4.6393 4.0388 -0.0997 0.010 -0.004 -0.020
H 3.8656 0.3540 0.1076 0.009 0.022 -0.002
H 5.2457 1.4669 0.0363 -0.005 -0.004 -0.011
H 4.2468 1.1858 -1.4049 0.008 0.004 0.000